Entry 1:
This record from the Open Molecules 2025 dataset describes the ion C4H11N2S2 with charge +1 at a distorted geometry. The level of theory is wB97M-V/def2-TZVPD.

Structure (XYZ):
```
19
C4H11N2S2 | the Open Molecules 2025 dataset | wB97M-V/def2-TZVPD
H -0.369 2.201 0.004
H -0.634 0.378 1.755
H -1.572 1.639 -0.687
S 1.588 1.968 -0.165
H -1.435 -0.501 -1.371
C 1.478 0.312 -0.068
C 0.095 -0.576 0.027
H 3.785 0.203 0.404
H -0.414 -2.531 0.441
S 2.837 -0.705 0.036
H 0.546 -1.705 1.563
N -1.262 1.581 0.265
H 0.166 -0.052 -2.247
C -0.399 -0.683 -1.443
C -0.932 0.273 0.808
N 0.308 -1.849 0.609
H -0.231 -1.708 -1.644
H -1.693 -0.473 0.958
H -1.862 2.228 0.753
```

Values from the calculation:
- Charge: +1



Entry 2:
This record from the Open Molecules 2025 dataset describes a cluster of 2 separate species, C7H14O in total. The level of theory is wB97M-V/def2-TZVPD.

Structure (XYZ):
```
22
C7H14O | the Open Molecules 2025 dataset | wB97M-V/def2-TZVPD
C 1.687 0.801 -1.580
C 0.631 0.687 -2.639
H -2.853 -1.095 1.974
C -0.716 -1.346 2.070
H 0.120 0.040 -4.626
H -0.969 0.037 0.383
H -2.328 -2.236 3.226
H -2.126 -0.530 3.517
H 1.189 0.728 2.435
H 0.580 1.703 0.996
H 2.666 0.742 -2.046
H -0.529 1.704 -1.525
O -0.626 1.087 -2.254
H 1.660 1.770 -1.073
H 1.521 0.041 -0.820
H 1.867 -0.049 -4.122
C 0.847 0.178 -3.839
H -0.659 -2.227 1.430
C -2.099 -1.288 2.736
H 0.034 -1.448 2.859
C 0.523 0.795 1.582
C -0.421 -0.093 1.316
```



no.,E (eV),HOMO-LUMO gap (eV)
1,-28969.0307,8.69
2,-9532.0489,9.71